1.
# C13H27ClN2O6P

A cluster of 4 separate species, C13H27ClN2O6P in total (wB97M-V/def2-TZVPD, the OMol25 dataset).

Atoms and positions in Å:
1 C 1.411526 1.527658 0.806256
2 C -3.131278 0.994291 1.881918
3 O -3.783498 -1.783768 3.581389
4 H 4.599354 3.596823 -1.038988
5 O 2.719637 -4.141382 -3.378817
6 H 2.347981 -2.567171 -4.651238
7 H 2.164834 -0.441021 0.492347
8 H 2.839802 3.644542 -1.247257
9 O -2.056962 -1.275290 4.782518
10 C 0.199641 -0.754889 1.267799
11 O 1.447548 -4.784052 -1.634335
12 C 3.787043 3.466471 -1.751525
13 H -1.919701 -1.004400 2.346013
14 H -5.115249 0.167299 1.604882
15 H -5.768627 1.361226 -0.273618
16 C 3.808990 2.108223 -2.276958
17 C 1.187532 0.056608 0.418874
18 H 4.037224 -1.970015 -2.163955
19 H -3.384623 0.820675 2.932315
20 N -3.264170 -1.110284 4.500264
21 C 2.030076 -3.934738 -2.223081
22 C -0.110696 -2.083049 0.555595
23 H -1.666184 0.189821 0.184253
24 C 3.078054 -1.979851 -2.684466
25 O -3.939118 -0.251579 5.103194
26 H 0.907527 0.003856 -0.640938
27 H 1.484026 1.620377 1.893759
28 Cl -3.977576 0.945861 -1.736340
29 H 2.394912 1.812542 0.412971
30 H -0.375233 2.778440 0.996602
31 H -4.369302 2.385730 0.058568
32 H -0.809925 1.150098 2.337052
33 H -1.043302 -2.529119 0.916456
34 H -0.182677 2.064524 -0.581028
35 H -3.901231 -0.511033 0.547024
36 C -4.689120 1.362381 -0.132285
37 H 4.067319 -2.941808 -4.390490
38 H -0.220221 -1.906586 -0.518094
39 H 0.690804 -2.810264 0.698149
40 H -3.011808 2.078704 1.753856
41 N 3.827166 1.032538 -2.677351
42 H 0.653361 -0.992872 2.238377
43 O 2.110297 -2.638824 -1.857396
44 C 3.093864 -2.868568 -3.913029
45 C -4.247690 0.429263 0.996360
46 P -1.460244 0.106453 1.605887
47 H 0.830738 3.449994 -0.095388
48 H 2.773860 -0.959648 -2.877903
49 C 0.372522 2.518172 0.243830
50 H 3.902826 4.180869 -2.564588

Forces on atoms 1 to 3 (eV/Å):
0.117 0.099 -0.292
-0.092 -0.128 0.127
-0.010 0.007 0.003

Total charge = -1
2S+1 = 1
F_max = 0.531 eV/A



2.
# C51H74O42

A cluster of 14 separate species, C51H74O42 in total in a non-equilibrium geometry (wB97M-V/def2-TZVPD, the OMol25 dataset).

Atoms and positions in Å:
1 O -2.868051 4.440692 0.764901
2 O -2.210365 -2.422717 1.986846
3 H -3.028795 1.036634 3.750611
4 O -0.736236 0.656052 -4.770424
5 O 4.109345 2.356469 -1.925643
6 O -3.048131 -3.050929 -3.406629
7 C 6.203499 -2.261238 -2.433319
8 C -1.680117 5.778896 2.297834
9 C -0.735156 -0.401841 -5.680004
10 H 5.741058 3.798214 -0.258558
11 H -4.019911 -1.770628 0.151109
12 H -2.305810 3.539611 -3.665561
13 O 3.167184 0.649278 1.911767
14 C -1.973172 5.604396 0.794825
15 H -0.052552 -4.729291 -5.141080
16 H -5.165765 -4.303180 -3.899874
17 C -2.122163 1.972601 5.450541
18 C 4.872486 1.288932 6.130492
19 C -4.438694 3.868179 -1.766398
20 C 5.403984 2.791467 0.026996
21 C 3.209196 0.825051 3.087738
22 O -1.503306 -1.314625 -5.669145
23 H 0.487353 2.276426 -4.568081
24 H 5.937578 -2.702575 -1.414024
25 H -6.247180 -2.928047 -4.234238
26 O -3.528653 -2.231632 3.717025
27 H -2.009264 -3.709749 5.357995
28 H 5.958824 -0.514848 -4.595087
29 H -0.260513 -4.984616 6.374793
30 O 3.899012 3.828872 -3.709405
31 C -3.251839 4.141638 2.027814
32 H 5.619530 0.839782 -3.698521
33 C -0.286386 2.392592 0.704413
34 H -1.585702 1.598049 6.360294
35 O -5.577531 2.427692 -4.648176
36 H -2.041410 6.666709 2.891373
37 H 3.585771 -2.930393 2.114866
38 H 4.270560 -3.473210 0.564459
39 O 2.104714 1.215401 3.796905
40 H -2.176142 0.032324 1.366217
41 H 2.556340 2.452542 5.390285
42 C -4.140307 -2.553191 -4.251705
43 H 3.586967 -0.345880 5.382121
44 C 3.117289 3.803964 -0.401685
45 H 6.633985 -3.269847 3.272993
46 H -4.974887 -0.553299 -3.647912
47 H -7.495194 2.717099 1.724200
48 C 6.581258 -3.162094 2.222558
49 O -5.301675 2.795395 6.326146
50 H -3.975202 -2.852972 -5.267848
51 C -4.082168 -1.048044 -4.051210
52 O -6.335687 1.589759 0.526756
53 C 1.936740 -3.953629 -5.225567
54 C 0.644743 -0.735336 -0.427155
55 H -0.094161 1.798501 -8.240508
56 H -1.515675 3.576632 -2.057995
57 O -4.366154 1.901845 -2.889509
58 H -3.812881 4.810137 -1.721602
59 H 3.688265 -1.757875 0.808785
60 C 3.192088 -0.972606 -3.229261
61 C -4.345930 2.239568 5.945753
62 O 1.198850 -5.428675 -3.651960
63 O 4.305443 0.668105 3.861221
64 O -4.299564 -3.048877 1.772891
65 H 6.462964 -4.114391 1.787151
66 O 2.850090 -5.298920 -2.211726
67 O 0.044162 3.503718 0.877013
68 C -2.377015 -1.978918 -2.867263
69 H 6.019978 -3.055767 -3.174472
70 O 1.430908 -1.628843 5.233927
71 C -3.788768 -2.800806 0.481010
72 H -5.826070 2.003748 3.331866
73 C 4.041797 2.549640 -0.529703
74 C 5.303717 -0.170566 -3.826500
75 C 0.799432 1.089795 -6.405458
76 C -0.456347 0.294190 -0.117625
77 O -0.675998 -2.230809 5.283885
78 H -6.811876 0.498797 3.461669
79 C 2.520153 1.350768 5.204450
80 O 0.096895 1.647271 -0.345358
81 H -8.054252 1.095139 1.444040
82 H -1.094489 2.086945 -6.817518
83 C -2.148425 2.999382 -2.724453
84 O 3.878259 -0.226338 -4.156950
85 H -1.009958 -4.798882 1.133781
86 C -0.402298 -3.997929 6.793671
87 C 3.887884 0.652333 5.221699
88 H 1.108698 -5.986857 -5.715448
89 H -1.326938 0.055389 -0.752197
90 H 1.771305 0.821478 5.824689
91 C -2.347737 -3.050840 0.666034
92 C 3.774763 3.573613 -2.550806
93 H 6.144109 1.995959 -0.182067
94 H 5.544716 2.054155 5.637398
95 C -1.949949 -4.532134 0.644522
96 C 5.513959 -2.180710 1.823829
97 C -0.065366 2.036382 -7.170034
98 C 4.205847 -2.664813 1.246959
99 H -2.735028 -5.148112 0.996393
100 H 5.569283 0.544429 6.589798
101 H 3.537671 4.507351 0.325679
102 O 3.018555 -4.180210 -4.168089
103 O -4.425358 0.433748 0.018358
104 C -6.276085 1.158917 2.772583
105 C -2.893816 0.847806 4.807295
106 H 5.357401 -1.507294 2.661624
107 C 0.545770 1.257848 -4.899135
108 H -2.504299 6.434838 0.339195
109 H -1.703358 -2.571182 -0.015827
110 C -5.376450 -3.275632 -3.714548
111 O -5.257830 3.924601 -2.954331
112 H -1.652883 2.056148 -2.921503
113 C 2.414822 -5.008634 -3.244311
114 H -3.354227 2.148889 -1.051619
115 O 8.279875 -1.189027 0.082115
116 H 1.805783 1.190547 -6.720263
117 H 0.288225 -1.596341 0.083232
118 H 7.246991 -2.032439 -2.323771
119 H 3.594711 1.642663 -0.021214
120 O -4.192121 0.953221 5.454061
121 C 5.313955 -0.970970 -2.486161
122 H -1.397924 2.448235 4.748316
123 O 3.303865 4.410981 -1.667330
124 O 6.257976 -1.327536 0.859421
125 C 0.624782 -2.388093 5.704037
126 H 4.397215 1.831056 6.921002
127 H 2.426466 -3.895936 -6.181278
128 C -5.069710 2.713143 -3.603222
129 H -0.597850 -0.159869 2.062192
130 H 5.608752 -0.432030 -1.610444
131 C -7.172578 1.668845 1.640982
132 C -1.490077 -3.073813 6.045013
133 O -5.254233 0.435611 2.072916
134 O -4.123283 3.387842 2.222685
135 H -5.497583 -3.034412 -2.673927
136 H -0.592495 -4.208551 7.809898
137 O -1.180306 1.719676 1.584944
138 C -3.526506 2.688580 -1.980508
139 H 0.305354 3.061338 -7.062822
140 O 3.970555 -1.394886 -2.307511
141 O 7.787045 -2.537607 1.868895
142 H -5.053657 3.778316 -0.873457
143 H 5.380191 2.817919 1.137423
144 H -0.646557 5.497027 2.556323
145 O -3.099999 2.939436 5.885420
146 H -4.245029 -3.497349 -0.208970
147 C -1.145269 0.327250 1.272344
148 O -2.928873 -0.819650 -3.191217
149 O -2.544615 4.762037 2.932893
150 C 7.538706 -1.671471 0.871735
151 O 0.295298 -0.220038 -6.538984
152 H -2.457085 -0.196070 4.947219
153 H -3.813044 -0.481328 -4.990904
154 H 1.480476 -2.990539 -4.942677
155 H 1.273814 0.684898 -4.290623
156 O 0.837195 -3.243229 6.719461
157 C -3.354510 -2.513395 2.580230
158 O 1.995595 -1.197216 -3.357767
159 C -5.266341 0.739354 0.799635
160 H -2.196472 -2.483593 6.710621
161 C 0.964302 -5.095986 -5.042087
162 O -1.410912 -2.193508 -2.148022
163 H 2.032908 3.796646 -0.189251
164 H 1.548442 -0.463914 0.132473
165 H 0.680139 -0.998377 -1.486199
166 H -1.637276 -4.666903 -0.439190
167 H -1.092360 5.297103 0.225297

Forces on atoms 1 to 3 (eV/Å):
0.633 1.261 0.075
1.964 -0.192 -1.320
-0.171 -0.069 -0.322

Energy relative to the best compared isomer or geometry (same formula, charge and spin) = 227.4 kJ/mol
Total charge = 0
2S+1 = 1
F_max = 3.523 eV/A



3.
# C27H29BrN5O3SSn

A structure of composition C27H29BrN5O3SSn in a non-equilibrium geometry (wB97M-V/def2-TZVPD, the OMol25 dataset).

Atoms and positions in Å:
1 C -1.702518 2.055267 -0.452595
2 N 0.176052 -0.806315 -1.207240
3 C -0.966619 -1.678818 -1.519294
4 H -0.189964 -0.335396 4.696233
5 N 0.864709 -2.595235 0.716014
6 H -2.827525 4.601247 -2.535436
7 Sn 1.230532 -0.329972 1.048459
8 C 0.961584 4.503862 -2.747769
9 O -1.000154 0.159170 1.671056
10 H 2.956631 5.247529 -3.249893
11 C -1.472702 -2.347898 -0.286766
12 H 1.010025 -1.218361 -1.670492
13 H -0.748367 2.266271 0.091032
14 H -1.692786 -1.593570 0.410842
15 H -2.383972 -2.873253 -0.576157
16 C -3.988272 1.292652 -0.071671
17 C -3.256985 -0.253002 2.111868
18 H 5.375175 -2.437018 -2.283608
19 N 0.904173 2.205475 -1.972014
20 C 0.982248 -2.040695 4.162064
21 H 4.163910 -1.805028 -3.347146
22 H 0.929388 6.474995 -3.521278
23 H 5.455728 -0.034579 -1.486540
24 C -1.172890 -3.499431 5.270572
25 Br -6.731248 0.901476 0.360018
26 C -4.914624 0.707727 0.734225
27 H -5.454803 -0.411327 2.399345
28 H 1.274124 -2.926976 1.571523
29 H 4.132605 3.237030 -2.655134
30 N 5.286181 -0.346937 -2.440009
31 H -4.357931 1.937791 -0.822225
32 H -0.357988 -4.139389 -0.231979
33 C 0.300394 5.646894 -3.253025
34 S 2.426129 -1.373167 3.433318
35 H 0.150713 0.160901 -1.570505
36 C -2.632504 1.170723 0.301565
37 C -1.148881 3.430032 -2.180953
38 H 1.769568 -3.984347 3.714860
39 C -4.596812 -0.056923 1.855361
40 C 2.982638 3.243675 -2.582979
41 H 0.010878 -5.227211 4.626103
42 H -0.669657 -2.393489 -2.368186
43 C -2.232039 0.335829 1.326459
44 H 1.584275 -2.706422 0.019312
45 C 4.589554 -1.644951 -2.368369
46 C 2.235767 2.204811 -1.994984
47 C 0.262868 3.345160 -2.307291
48 C 3.470883 -1.916783 -1.275556
49 O 3.331321 -0.950111 -0.452922
50 C -0.410669 -3.209431 0.351458
51 C -0.186843 -1.371745 4.623708
52 C 0.955858 -3.447251 4.185475
53 O 2.919608 -3.064117 -1.299699
54 H -1.759043 6.380402 -3.759008
55 C -0.118760 -4.164698 4.633491
56 H -2.950012 -0.687466 3.074267
57 C -1.200888 -2.120299 5.238080
58 C -1.080108 5.627613 -3.229332
59 H -1.954670 -4.058282 5.838451
60 H 4.603342 0.378525 -2.684558
61 C 2.397700 4.384864 -2.847745
62 N -2.028464 2.522689 -1.582482
63 H -1.653449 -1.047787 -2.070383
64 H -2.001513 -1.560708 5.733910
65 H 2.807076 1.272902 -1.851921
66 C -1.760537 4.569924 -2.666114
67 H -0.897440 -3.607049 1.224187

Forces on atoms 1 to 3 (eV/Å):
0.324 -1.411 1.703
1.816 0.185 -0.942
0.780 0.317 -2.486

Energy relative to the best compared isomer or geometry (same formula, charge and spin) = 155.7 kJ/mol
Total charge = -1
2S+1 = 1
F_max = 3.921 eV/A



The Kohn-Sham gap results, record by record, are as follows: 0.2425 0.3892 0.2336 Eh.
The LUMO level results, record by record, are as follows: 1.977 0.166 1.929 eV.